A molecular structure, C53H122AsF6NOP3, computed with wB97M-V/def2-TZVPD.

Atoms and positions in Å:
As1 -1.027 -1.544 0.141
P1 1.236 -3.247 -6.799
P2 -0.765 6.912 1.105
P3 2.737 -2.847 6.479
F1 -0.891 -1.182 -1.652
F2 -2.379 -0.391 0.143
F3 -1.234 -1.833 1.947
F4 0.318 -2.646 0.025
F5 0.136 -0.202 0.384
F6 -2.130 -2.881 -0.256
O1 -5.730 0.608 -2.455
N1 -7.813 -1.684 -1.477
C1 2.464 -7.488 -8.519
C2 -1.332 7.777 -0.393
C3 -0.339 -3.959 -6.241
C4 1.223 5.043 -0.085
C5 5.143 -0.552 2.831
C6 -2.102 8.755 2.672
C7 -2.492 7.553 -2.664
C8 0.276 -2.049 7.311
C9 -1.636 5.085 3.062
C10 -1.075 -2.512 7.954
C11 -1.120 0.110 -8.297
C12 -1.929 -1.379 8.428
C13 5.712 -1.160 -5.533
C14 3.196 -3.597 9.164
C15 1.002 6.221 0.925
C16 1.014 -3.271 6.841
C17 3.394 -2.425 8.176
C18 2.364 -2.894 -5.438
C19 -0.724 8.197 2.350
C20 -9.236 -2.215 -1.592
C21 4.638 -1.082 5.301
C22 -0.579 -0.969 -7.419
C23 -7.302 -1.807 -0.055
C24 4.862 0.022 4.249
C25 3.650 -4.496 6.164
C26 4.460 -1.757 -4.896
C27 0.689 -1.748 -7.812
C28 2.223 -4.311 -7.822
C29 -0.155 -5.220 -5.392
C30 -2.707 4.426 3.979
C31 -1.997 5.656 1.604
C32 -6.888 0.810 -1.699
C33 2.004 5.528 -1.362
C34 -3.452 3.304 3.280
C35 3.091 -5.351 -7.082
C36 3.568 -6.538 -7.932
C37 -1.809 -6.811 -6.589
C38 -1.729 6.838 -1.566
C39 -0.338 -6.593 -6.093
C40 3.127 -1.486 5.329
C41 3.001 -2.098 11.202
C42 4.184 -4.661 3.601
C43 3.426 5.976 -1.096
C44 3.369 -5.214 4.846
C45 -6.803 -2.407 -2.419
C46 -2.052 9.998 3.621
C47 -1.393 8.394 -3.552
C48 -7.966 -0.192 -1.983
C49 -0.679 1.454 -7.915
C50 3.298 -1.821 -5.892
C51 4.427 -5.732 2.540
C52 -3.433 10.233 4.306
C53 3.563 -3.361 10.673
H1 6.660 -1.235 -5.001
H2 -1.010 -4.120 -7.085
H3 0.406 1.511 -7.999
H4 -8.899 0.205 -1.581
H5 -0.516 7.789 -3.781
H6 -0.784 4.407 3.100
H7 2.683 -3.756 -4.852
H8 -2.308 4.056 4.924
H9 4.861 -0.669 6.285
H10 -1.854 10.911 3.059
H11 -3.993 10.354 3.379
H12 -1.393 -1.694 -7.390
H13 3.709 -2.067 -6.871
H14 -0.106 -7.386 -5.381
H15 2.781 -3.581 -8.409
H16 3.530 -3.945 3.103
H17 -0.633 8.582 -0.621
H18 4.178 -6.299 -8.803
H19 4.707 -4.262 6.289
H20 4.169 -0.845 2.439
H21 -1.717 -3.095 7.294
H22 0.786 -1.421 8.042
H23 -2.658 9.053 1.783
H24 5.857 -1.674 -6.483
H25 2.564 -0.606 5.641
H26 -9.912 -1.610 -0.988
H27 3.118 -4.280 11.053
H28 1.435 6.286 -1.900
H29 3.881 -4.726 -6.666
H30 -1.282 9.804 4.368
H31 0.340 -6.804 -6.920
H32 3.722 -4.452 8.740
H33 4.670 -2.791 -4.622
H34 -7.099 1.739 -2.229
H35 3.097 -1.415 8.460
H36 5.183 -4.257 3.763
H37 -0.178 7.802 3.206
H38 -1.384 5.899 3.742
H39 3.707 6.731 -1.830
H40 4.180 0.871 4.292
H41 -0.870 -5.293 -4.573
H42 3.441 6.563 -0.178
H43 -0.015 8.871 1.867
H44 -7.293 -2.539 -3.384
H45 -3.009 6.059 1.592
H46 5.216 -6.403 2.879
H47 1.995 -2.022 10.788
H48 -2.196 -0.732 7.592
H49 -9.443 -2.288 -2.660
H50 -2.554 -6.662 -5.808
H51 -0.794 -3.182 -5.627
H52 -3.929 9.292 4.546
H53 3.421 -5.196 6.968
H54 4.435 -2.187 7.954
H55 -7.185 -2.879 0.108
H56 2.286 -5.211 4.720
H57 -6.408 -3.312 -1.956
H58 -3.709 11.060 4.959
H59 4.643 -3.457 10.786
H60 4.297 -7.176 -7.430
H61 -6.264 -1.494 0.064
H62 -3.792 3.639 2.299
H63 -5.984 -1.732 -2.665
H64 3.674 -6.243 5.035
H65 -3.391 8.077 -2.339
H66 1.675 -2.340 -4.800
H67 -0.557 -0.578 -6.401
H68 2.859 -0.845 -6.098
H69 -3.424 5.185 4.292
H70 1.933 -8.080 -7.773
H71 -2.090 -6.106 -7.371
H72 -9.291 -3.214 -1.158
H73 1.843 4.235 0.304
H74 0.329 4.558 -0.477
H75 5.644 0.086 2.104
H76 -2.820 2.444 3.062
H77 4.455 -5.483 1.479
H78 -1.782 8.971 -4.391
H79 -3.051 6.739 -3.125
H80 -0.815 -3.112 8.827
H81 -1.426 -0.782 9.189
H82 2.891 -1.987 12.280
H83 1.743 -6.885 -9.070
H84 -1.856 -7.872 -6.835
H85 4.194 5.202 -1.085
H86 1.826 4.689 -2.035
H87 1.542 -4.723 -8.566
H88 5.843 -1.384 2.913
H89 -4.313 2.870 3.787
H90 5.655 -0.113 -5.831
H91 -5.015 0.519 -1.821
H92 2.150 -3.889 9.262
H93 1.452 -1.017 -8.080
H94 -8.036 -1.326 0.591
H95 -0.833 1.714 -6.868
H96 -2.183 8.428 -0.195
H97 2.573 -5.822 -6.246
H98 1.008 -4.087 7.564
H99 2.955 -8.178 -9.206
H100 -8.084 -0.122 -3.065
H101 1.357 5.750 1.841
H102 5.852 0.431 4.451
H103 -2.845 -1.679 8.937
H104 3.580 -6.408 2.653
H105 -2.355 6.014 -1.221
H106 -2.685 7.946 3.111
H107 -2.137 4.855 0.879
H108 -0.823 6.378 -1.959
H109 0.722 -3.668 5.869
H110 3.649 -1.283 10.880
H111 1.638 7.071 0.680
H112 -1.111 0.094 -9.386
H113 0.428 -2.163 -8.786
H114 2.815 -1.696 4.306
H115 0.036 -1.326 6.531
H116 0.795 -5.171 -4.860
H117 -1.091 2.156 -8.641
H118 -6.718 0.949 -0.631
H119 -1.015 9.159 -2.873
H120 4.189 -1.172 -4.017
H121 -2.163 0.207 -7.994
H122 5.257 -1.978 5.326

Output
maximum force = 3.6 eV/Å
Kohn-Sham gap = 11.0 eV
highest occupied orbital energy = -15.651 eV
LUMO = -4.602 eV
net charge = +3

Mulliken population analysis, charges in e, atoms 1 to 99:
1 As 2.093
2 P 0.843
3 P 0.588
4 P 0.038
5 F -0.551
6 F -0.506
7 F -0.536
8 F -0.490
9 F -0.513
10 F -0.499
11 O -0.491
12 N 0.053
13 C -1.119
14 C -0.941
15 C -0.858
16 C -0.691
17 C -1.071
18 C -0.500
19 C -0.933
20 C -0.882
21 C -0.794
22 C -0.385
23 C -0.506
24 C -1.402
25 C -1.362
26 C -0.850
27 C -0.983
28 C -0.855
29 C -0.983
30 C -1.215
31 C -1.158
32 C -0.920
33 C -0.614
34 C -0.668
35 C -0.978
36 C -0.804
37 C -0.996
38 C -0.221
39 C -1.057
40 C -1.103
41 C -0.999
42 C -0.718
43 C -0.966
44 C -0.774
45 C -0.378
46 C -1.213
47 C -0.463
48 C -0.873
49 C -1.333
50 C -0.287
51 C -0.116
52 C -0.936
53 C -1.062
54 C 0.117
55 C -1.236
56 C -1.069
57 C -0.757
58 C -0.507
59 C -1.055
60 C -0.412
61 C -1.363
62 C -1.106
63 C -1.528
64 C -1.282
65 C -0.634
66 H 0.378
67 H 0.542
68 H 0.297
69 H 0.354
70 H 0.276
71 H 0.458
72 H 0.722
73 H 0.461
74 H 0.369
75 H 0.362
76 H 0.343
77 H 0.198
78 H 0.477
79 H 0.496
80 H 0.725
81 H 0.193
82 H 0.613
83 H 0.398
84 H 0.723
85 H 0.267
86 H 0.314
87 H 0.397
88 H 0.249
89 H 0.342
90 H 0.721
91 H 0.409
92 H 0.390
93 H 0.094
94 H 0.284
95 H 0.389
96 H -0.186
97 H 0.204
98 H 0.292
99 H 0.360



A molecular structure, C53H28Cl4I2N5ORh, computed with wB97M-V/def2-TZVPD.

Atoms and positions in Å:
I1 -1.757 1.120 7.119
I2 -3.107 3.482 1.792
Rh1 0.062 0.044 -0.421
Cl1 -7.166 4.711 -4.302
Cl2 -5.518 -7.407 1.115
Cl3 5.675 7.525 -1.411
Cl4 7.628 -5.639 0.060
O1 -0.940 1.455 0.923
N1 2.079 0.321 -0.463
N2 -1.893 -0.382 -0.760
N3 0.380 -1.954 -0.197
N4 0.499 -0.451 2.349
N5 -0.141 1.813 -1.400
C1 -1.945 -2.708 0.005
C2 3.296 4.455 -2.329
C3 3.485 4.528 0.058
C4 1.596 -2.577 -0.042
C5 6.123 -3.576 0.942
C6 2.101 2.713 -0.980
C7 1.386 -3.939 0.388
C8 3.057 -0.617 -0.302
C9 2.971 3.923 -1.083
C10 4.629 6.145 -1.285
C11 0.055 -4.125 0.491
C12 -4.833 2.831 -1.662
C13 -0.578 -2.893 0.099
C14 -5.832 3.872 -3.572
C15 -2.568 1.731 -1.814
C16 6.247 -4.591 0.010
C17 -5.894 3.520 -2.235
C18 4.127 1.353 -0.457
C19 4.349 0.031 -0.327
C20 -1.132 3.758 -2.098
C21 -2.014 2.102 2.910
C22 -1.458 1.146 5.045
C23 -1.100 1.315 2.209
C24 -0.354 0.361 3.016
C25 -3.663 2.878 -3.751
C26 4.130 5.559 -2.436
C27 0.775 2.824 -1.384
C28 -3.710 2.492 -2.413
C29 0.155 4.046 -1.829
C30 5.022 -2.734 0.890
C31 5.276 -4.782 -0.958
C32 -2.188 2.022 4.299
C33 -3.947 -1.392 -0.743
C34 -2.546 -1.522 -0.423
C35 1.234 -1.300 3.021
C36 -2.804 -4.996 -0.541
C37 -4.112 -0.178 -1.297
C38 -0.515 0.293 4.429
C39 -3.715 -3.855 1.356
C40 2.702 1.529 -0.578
C41 4.180 -3.935 -0.998
C42 4.310 5.641 -0.036
C43 -3.634 -6.080 -0.297
C44 0.294 -0.644 5.114
C45 -4.719 3.564 -4.336
C46 4.038 -2.892 -0.083
C47 -1.323 2.359 -1.802
C48 -2.820 0.468 -1.292
C49 -4.543 -4.937 1.619
C50 2.850 -1.988 -0.159
C51 -2.831 -3.875 0.283
C52 -4.493 -6.044 0.789
C53 1.171 -1.422 4.421
H1 6.880 -3.449 1.706
H2 5.381 -5.584 -1.677
H3 -4.692 -2.158 -0.582
H4 -4.677 3.861 -5.376
H5 -4.864 2.576 -0.609
H6 2.904 3.986 -3.226
H7 0.643 5.007 -1.895
H8 5.304 -0.467 -0.279
H9 3.231 4.126 1.034
H10 -1.907 4.440 -2.413
H11 4.912 -1.960 1.640
H12 -0.461 -5.016 0.816
H13 0.208 -0.737 6.190
H14 4.698 6.118 0.855
H15 -2.918 2.660 4.782
H16 1.910 -1.929 2.447
H17 -5.020 0.249 -1.694
H18 -5.220 -4.925 2.464
H19 2.162 -4.649 0.628
H20 4.863 2.141 -0.506
H21 4.391 5.961 -3.407
H22 1.809 -2.136 4.933
H23 3.423 -4.075 -1.761
H24 -2.795 2.622 -4.349
H25 -3.617 -6.948 -0.943
H26 -2.131 -5.017 -1.392
H27 -3.748 -2.985 2.005
H28 -6.760 3.790 -1.644

Output
maximum force = 1.8 eV/Å
Kohn-Sham gap (alpha / beta) = 5.8 / 5.8 eV
highest occupied orbital energy (alpha / beta) = -7.414 / -7.416 eV
LUMO (alpha / beta) = -1.653 / -1.661 eV

Partial atomic charges computed with the Mulliken method, in multiples of e:
1 I 0.039
2 I 0.041
3 Rh -0.095
4 Cl -0.217
5 Cl -0.214
6 Cl -0.215
7 Cl -0.214
8 O 0.859
9 N 0.377
10 N 0.576
11 N 0.027
12 N 0.375
13 N 0.108
14 C 0.865
15 C 0.176
16 C 0.040
17 C 0.458
18 C -0.940
19 C 1.547
20 C -1.145
21 C 0.827
22 C -0.835
23 C 0.418
24 C -1.608
25 C -0.270
26 C 0.926
27 C 0.355
28 C 0.837
29 C 0.321
30 C -1.065
31 C -1.590
32 C -1.310
33 C -1.273
34 C -0.402
35 C -0.217
36 C -0.477
37 C -0.034
38 C -0.082
39 C -1.016
40 C 0.610
41 C -0.013
42 C -1.460
43 C -0.405
44 C -0.993
45 C -0.437
46 C -1.594
47 C 0.526
48 C 0.179
49 C 0.028
50 C -1.521
51 C 0.977
52 C -0.108
53 C 0.010
54 C 0.004
55 C -0.993
56 C -0.964
57 C -0.698
58 C -0.976
59 C -0.244
60 C 0.480
61 C 0.644
62 C -0.940
63 C 0.592
64 C -0.702
65 C 0.374
66 C -1.352
67 H 0.398
68 H 0.419
69 H 0.495
70 H 0.411
71 H 0.599
72 H 0.493
73 H 0.521
74 H 0.601
75 H 0.493
76 H 0.551
77 H 0.538
78 H 0.581
79 H 0.183
80 H 0.416
81 H 0.362
82 H 0.247
83 H 0.552
84 H 0.416
85 H 0.605
86 H 0.485
87 H 0.408
88 H 0.452
89 H 0.466
90 H 0.478
91 H 0.407
92 H 0.495
93 H 0.532
94 H 0.421



The highest maximum force belongs to which entry?
C53H122AsF6NOP3



Which value of maximum force does entry 2 give?
1.8 eV/Å



Which value of maximum force does entry 2 give?
1.8 eV/Å